# 1
Density functional theory data (ωB97M-V with the def2-TZVPD basis set) for a molecular structure, C3H7NO5.

Calculated values
**M**: 137.1 g mol⁻¹
**Energy above the lowest of the compared OMol25 structures with the same formula, charge and spin**: 41.83 kcal/mol
**E_HOMO**: -10.21 eV

Last column: Löwdin charge in e.
Positions of all 16 atoms, in Å:
C 0.828 -0.673 0.839  -0.144
C 0.569 0.028 -0.483  -0.501
N 0.718 -2.113 0.600  0.019
O 1.027 -0.616 -1.546  0.137
O 0.586 1.341 -0.547  0.079
H 1.173 -1.540 -1.233  0.118
H -0.256 -2.398 0.625  0.092
H 1.229 -2.652 1.286  0.084
H 1.856 -0.422 1.114  0.144
H 0.163 -0.267 1.601  0.124
C -0.869 1.704 -0.007  -0.601
O -1.403 2.455 -1.008  0.112
O -1.232 0.013 -0.452  -0.010
O -1.005 1.903 1.166  0.110
H -1.866 3.188 -0.578  0.132
H -1.518 0.048 -1.378  0.103

# 2
Density functional theory data (ωB97M-V with the def2-TZVPD basis set) for C3H7NOP2 in the gas phase.

Calculated values
**M**: 135.0 g mol⁻¹
**Energy above the lowest of the compared OMol25 structures with the same formula, charge and spin**: 157.49 kcal/mol
**E_HOMO (spin up / spin down)**: -8.59 / -8.59 eV

Last column: Löwdin charge in e.
Positions of all 14 atoms, in Å:
C 0.360 0.807 -1.140  -0.184
C -0.186 -1.349 -0.216  -0.264
C -0.801 0.078 -0.736  -0.672
N 1.933 -0.531 0.184  -0.218
O 0.846 -1.228 0.634  -0.229
P 1.598 1.015 0.013  0.684
P -1.878 0.956 0.547  0.796
H -0.979 -1.893 0.253  0.106
H -0.001 -1.820 -1.228  0.135
H -1.445 -0.219 -1.557  0.077
H 1.778 1.817 1.181  -0.007
H 2.681 1.432 -0.661  -0.011
H -1.101 0.997 1.768  -0.102
H -2.805 -0.062 0.958  -0.111

# 3
Density functional theory data (ωB97M-V with the def2-TZVPD basis set) for 3 unconnected molecules or ions with the total composition C3H7NOPS2.

Calculated values
**M**: 168.2 g mol⁻¹
**Charge**: -1
**E_HOMO**: -3.24 eV

Last column: Löwdin charge in e.
Positions of all 15 atoms, in Å:
C 2.490 -0.904 -1.033  -0.886
C -1.411 -1.253 -1.001  -0.052
C -0.450 -1.058 -0.106  -0.392
N -0.214 0.150 0.510  -0.395
O 2.758 -0.517 0.031  -0.025
P 0.901 0.343 1.745  0.746
S 2.199 -1.424 -2.466  0.776
S -2.254 2.386 0.170  -0.092
H -1.557 -2.209 -1.471  0.021
H -2.073 -0.451 -1.277  0.024
H 0.216 -1.859 0.207  0.077
H -0.932 0.922 0.323  -0.140
H 1.539 1.506 1.272  -0.115
H 0.088 1.120 2.592  -0.125
H -1.299 3.247 0.505  -0.421

Q: Which of these has the highest M?
A: C3H7NOPS2

Q: What is the M in the third record?
A: 168.2 g mol⁻¹

Q: Among the records above, which one has the highest M?
A: C3H7NOPS2